This record from the OMol25 dataset describes a molecular structure, C19H17N3O4ReS. The level of theory is wB97M-V/def2-TZVPD.

Summary:
Orbital gap (spin up / spin down) in eV: 6.64 / 6.98
Spin multiplicity: 2
Energy in eV: -45589.5433
Net charge: +2
E_HOMO (spin up / spin down) in eV: -15.2 / -15.2

Cartesian coordinates (Å):
Re1 0.45 0.21 1.29
O1 1.78 4.00 1.03
C1 1.73 2.84 1.26
N1 0.50 2.10 1.30
C2 -0.69 2.94 1.36
C3 -1.85 2.06 1.68
C4 -3.13 2.52 1.87
C5 -4.12 1.61 2.23
C6 -3.78 0.27 2.40
C7 -2.49 -0.13 2.17
N2 -1.53 0.75 1.80
C8 2.86 1.94 1.60
C9 4.16 2.35 1.76
C10 5.10 1.40 2.15
C11 4.69 0.09 2.36
C12 3.35 -0.24 2.17
N3 2.46 0.68 1.79
H1 -0.82 3.49 0.42
H2 -0.56 3.69 2.14
H3 -3.35 3.57 1.75
H4 -5.13 1.95 2.40
H5 -4.52 -0.46 2.69
H6 -2.20 -1.16 2.27
H7 4.42 3.39 1.59
H8 6.14 1.67 2.29
H9 5.38 -0.67 2.68
H10 3.00 -1.25 2.33
C13 -1.84 -2.33 -5.53
C14 -1.26 -2.26 -4.15
C15 -1.35 -3.36 -3.29
C16 -0.78 -3.32 -2.03
C17 -0.13 -2.15 -1.63
C18 -0.03 -1.04 -2.47
C19 -0.59 -1.11 -3.72
S1 0.56 -2.15 -0.07
O2 1.53 -0.96 0.04
O3 1.08 -3.40 0.33
O4 -0.44 -1.57 0.98
H11 -2.67 -3.02 -5.58
H12 -1.07 -2.69 -6.23
H13 -2.16 -1.35 -5.88
H14 -1.85 -4.25 -3.62
H15 -0.82 -4.19 -1.38
H16 0.51 -0.15 -2.15
H17 -0.51 -0.26 -4.39